Arrangement A

This record from the Open Molecules 2025 dataset describes a cluster of 2 separate species, C3H6O4 in total. The level of theory is ωB97M-V/def2-TZVPD.

Properties
**Orbital gap (alpha / beta)**: 8.58 / 8.59 eV
**2S+1**: 1
**HOMO energy (alpha / beta)**: -8.65 / -8.66 eV
**Total charge**: 0

Element x y z (Å)
C1 1.66508 -0.84136 -0.10912
C2 0.70987 0.27187 -0.03286
C3 -2.41338 0.03651 0.13277
O1 1.23007 -0.21336 1.09499
O2 2.91355 -0.52549 -0.51860
O3 0.58346 1.56945 -0.17214
O4 -1.35889 -0.40972 -0.64934
H1 1.25933 -1.82140 -0.28705
H2 -2.83204 -0.73337 0.81249
H3 -3.23716 0.58412 -0.45233
H4 -1.90450 0.76882 0.74680
H5 3.62374 -0.36666 0.07569
H6 -0.23912 1.68060 -0.64130

Arrangement B

This record from the Open Molecules 2025 dataset describes a cluster of 2 separate species, C3H6O4 in total. The level of theory is ωB97M-V/def2-TZVPD.

Properties
**Orbital gap**: 9.99 eV
**2S+1**: 1
**HOMO energy**: -9.69 eV
**Total charge**: 0

Element x y z (Å)
C1 -1.34391 -1.10355 0.52124
C2 -0.81986 -1.04910 -0.72536
O1 0.48860 -0.85011 -1.03705
C3 1.24744 0.40741 -0.92473
O2 2.45096 0.35142 -1.00155
O3 0.53184 1.41917 -1.39273
H1 -2.39379 -0.82326 0.62279
H2 -0.83925 -1.64966 1.31775
H3 -1.44979 -0.94189 -1.61234
H4 1.09360 2.20262 -1.45439
O4 0.44526 1.07543 1.78269
H5 1.07525 0.40001 2.05483
H6 -0.48635 0.56151 1.84886

In terms of stability, arrangement B leads; the second structure lies 75.3 kcal/mol higher.

Arrangement A

This record from the Open Molecules 2025 dataset describes a cluster of 2 separate species, C3H10N2O in total. The level of theory is ωB97M-V/def2-TZVPD.

Properties
**Orbital gap (alpha / beta)**: 3.08 / 9.46 eV
**2S+1**: 2
**HOMO energy (alpha / beta)**: 0.95 / -5.58 eV
**Total charge**: -1

Element x y z (Å)
C1 -0.28686 -0.22325 2.20744
C2 -0.27300 -0.83855 0.73630
N1 -1.13529 -0.16784 -0.32050
C3 -0.65199 1.15601 -0.85403
N2 -1.20494 1.81453 -1.85680
H1 0.14243 -1.01628 2.84929
H2 -1.45802 -0.28512 2.47357
H3 -0.01848 0.90352 2.44761
H4 0.72992 -0.88917 0.43453
H5 -0.78178 -1.83383 0.92565
H6 -1.82318 -0.92422 -0.47139
H7 0.40679 1.52558 -0.31291
H8 -0.41748 2.33390 -2.21435
H9 3.35100 -1.02475 0.24730
H10 2.74577 -1.68275 -1.06685
O1 2.59696 -1.14987 -0.32620

Arrangement B

This record from the Open Molecules 2025 dataset describes a structure of composition C3H10N2O. The level of theory is ωB97M-V/def2-TZVPD.

Properties
**Orbital gap (alpha / beta)**: 3.66 / 8.34 eV
**2S+1**: 2
**HOMO energy (alpha / beta)**: 0.59 / -4.14 eV
**Total charge**: -1

Element x y z (Å)
C1 -0.83485 0.98823 -1.26336
O1 -1.43100 -0.03085 -0.43477
C2 -0.31960 2.30666 -0.51456
H1 -1.59923 1.22060 -2.01671
H2 0.12049 0.62793 -1.82239
H3 -0.54738 3.07539 -1.22008
H4 0.84125 2.29020 -0.17317
H5 -0.69302 2.37097 0.54582
N1 1.60729 -2.22681 0.88146
C3 0.42609 -1.67287 0.42157
N2 -0.54192 -1.41393 1.24635
H6 1.97581 -1.97247 1.83826
H7 2.34609 -2.21440 0.19452
H8 0.28816 -1.25786 -0.59806
H9 -1.23834 -0.65062 0.62231
H10 -0.39985 -1.44016 2.29281

Arrangement C

This record from the Open Molecules 2025 dataset describes a cluster of 2 separate species, C3H10N2O in total. The level of theory is ωB97M-V/def2-TZVPD.

Properties
**Orbital gap (alpha / beta)**: 3.17 / 9.30 eV
**2S+1**: 2
**HOMO energy (alpha / beta)**: 0.94 / -5.30 eV
**Total charge**: -1

Element x y z (Å)
C1 0.81589 1.31497 -1.38388
C2 -0.42074 0.49234 -1.06210
N1 -0.66170 -2.29453 -0.12222
C3 -0.38223 -1.19990 0.61258
N2 -0.32380 0.03903 0.31598
H1 0.99321 1.56549 -2.41986
H2 1.65849 0.77956 -0.93489
H3 0.83836 2.21805 -0.75780
H4 -0.45704 -0.33534 -1.79127
H5 -1.38195 1.00047 -1.17612
H6 -0.93886 -2.23717 -1.09136
H7 -0.69068 -3.21145 0.32427
H8 -0.21960 -1.41730 1.66311
H9 0.65976 0.77636 3.27346
H10 0.17352 1.02499 1.84303
O1 0.33738 1.48442 2.70708

In terms of stability, arrangement C leads; the second structure lies 49.1 kcal/mol higher.

Arrangement A

This record from the Open Molecules 2025 dataset describes an isolated molecule of C5H12N2. The level of theory is ωB97M-V/def2-TZVPD.

Properties
**Orbital gap**: 9.34 eV
**2S+1**: 1
**HOMO energy**: -8.17 eV
**Total charge**: 0

Element x y z (Å)
C1 0.52256 0.99855 1.97575
C2 0.91806 0.21393 0.98063
N1 1.57271 -0.99566 1.22607
C3 0.59206 0.44985 -0.47448
C4 -0.70775 -0.29857 -0.82612
C5 -1.94957 0.49534 -0.36003
N2 -0.67867 -0.76786 -2.20265
H1 0.87777 0.94968 2.99711
H2 0.08673 1.96650 1.73861
H3 2.16234 -1.24796 2.00754
H4 1.35215 -1.82333 0.71061
H5 1.40050 0.14815 -1.14015
H6 0.50432 1.50877 -0.71945
H7 -0.71824 -1.22340 -0.24110
H8 -2.01546 0.34098 0.71534
H9 -2.03681 1.56933 -0.50853
H10 -2.84249 0.23532 -0.93307
H11 -1.48876 -0.95005 -2.75007
H12 0.11395 -0.45510 -2.72571

Arrangement B

This record from the Open Molecules 2025 dataset describes a cluster of 2 separate species, C5H12N2 in total. The level of theory is ωB97M-V/def2-TZVPD.

Properties
**Orbital gap**: 8.81 eV
**2S+1**: 1
**HOMO energy**: -8.58 eV
**Total charge**: 0

Element x y z (Å)
H1 0.73269 -2.80990 0.23530
N1 0.73721 -1.86994 -0.17147
N2 0.94481 -0.99163 0.71804
C1 0.94743 0.33985 0.16966
C2 1.86810 1.21089 1.02727
C3 -0.47629 0.90328 0.15322
C4 -1.32042 0.70916 1.18050
H2 1.31677 0.32637 -0.86657
H3 1.49465 1.25549 2.04833
H4 2.87526 0.79131 1.05000
H5 1.91341 2.21976 0.62148
H6 -0.61604 1.73830 -0.52494
H7 -2.22658 1.28904 1.27370
H8 -1.18951 -0.12062 1.86249
C5 -1.41339 -0.89369 -1.71856
H9 -0.37566 -1.46567 -1.11653
H10 -1.87880 -1.84814 -1.94494
H11 -2.28748 -0.35504 -1.35990
H12 -1.04617 -0.42885 -2.63709

Arrangement C

This record from the Open Molecules 2025 dataset describes an isolated molecule of C5H12N2. The level of theory is ωB97M-V/def2-TZVPD.

Properties
**Orbital gap**: 8.02 eV
**2S+1**: 1
**HOMO energy**: -7.13 eV
**Total charge**: 0

Element x y z (Å)
C1 -1.48732 -0.78284 0.37688
C2 -0.13822 -0.53982 0.37499
C3 0.56218 0.63842 1.09782
C4 0.37218 1.95303 0.32042
N1 -0.98716 2.11694 -0.17921
N2 0.62245 -1.68209 0.18535
C5 0.54243 -2.29897 -1.18235
H1 -2.04642 -0.18123 1.10883
H2 -1.63055 -1.49223 -0.55174
H3 0.34798 0.80617 2.21416
H4 1.56255 0.44251 0.94319
H5 0.96549 2.12944 -0.59646
H6 0.63845 2.77222 0.93876
H7 -1.73877 2.55190 0.39071
H8 -0.95418 2.45081 -1.15827
H9 1.68097 -1.70792 0.38890
H10 1.64333 -2.41536 -1.62435
H11 -0.05824 -3.26340 -1.29167
H12 0.10285 -1.49758 -1.75595

In terms of stability, arrangement A leads; the second structure lies 59.3 kcal/mol higher.

Arrangement A

This record from the Open Molecules 2025 dataset describes an isolated molecule of C5H12N2. The level of theory is ωB97M-V/def2-TZVPD.

Properties
**Orbital gap**: 8.77 eV
**2S+1**: 1
**HOMO energy**: -7.53 eV
**Total charge**: 0

Element x y z (Å)
C1 -2.83460 -0.45539 -1.71022
N1 -1.48626 0.06465 -1.48781
C2 -0.81759 -0.27897 -0.34872
C3 0.46636 -0.73672 -0.39294
C4 1.41207 -0.72623 0.74396
C5 2.03888 0.67181 1.01324
N2 1.24746 1.43889 1.96037
H1 -3.37790 -0.51206 -0.77399
H2 -2.80608 -1.38250 -2.28847
H3 -3.39694 0.22871 -2.35739
H4 -1.00241 0.24289 -2.33602
H5 -1.37901 -0.20078 0.57754
H6 0.72177 -0.97854 -1.41939
H7 0.99839 -0.98316 1.72346
H8 2.28609 -1.36500 0.61323
H9 2.12251 1.27418 0.10351
H10 3.11194 0.57039 1.26776
H11 1.02836 0.84990 2.76615
H12 1.66698 2.27796 2.34572

Arrangement B

This record from the Open Molecules 2025 dataset describes an isolated molecule of C5H12N2. The level of theory is ωB97M-V/def2-TZVPD.

Properties
**Orbital gap**: 9.72 eV
**2S+1**: 1
**HOMO energy**: -8.69 eV
**Total charge**: 0

Element x y z (Å)
C1 -1.88010 0.46865 1.09253
C2 -0.86245 0.55183 0.21445
C3 -0.87782 1.19467 -1.05536
C4 0.38613 -0.46262 0.36593
C5 -0.08586 -1.83519 -0.10135
N1 1.43465 -0.03655 -0.51076
N2 2.20584 0.94136 0.14073
H1 -1.61402 -0.05954 1.95976
H2 -2.81148 1.09600 1.03905
H3 -0.64299 0.45907 -1.91087
H4 -1.83281 1.60378 -1.34428
H5 -0.03712 2.01384 -1.19150
H6 0.82146 -0.49400 1.40344
H7 -0.77861 -1.91259 -1.05527
H8 0.83958 -2.44497 -0.38299
H9 -0.61266 -2.36774 0.60179
H10 2.06763 -0.81536 -0.79725
H11 1.57074 1.54907 0.58286
H12 2.70988 0.55031 0.94910

Arrangement C

This record from the Open Molecules 2025 dataset describes a cluster of 2 separate species, C5H12N2 in total. The level of theory is ωB97M-V/def2-TZVPD.

Properties
**Orbital gap (alpha / beta)**: 9.12 / 6.22 eV
**2S+1**: 1
**HOMO energy (alpha / beta)**: -8.45 / -6.82 eV
**Total charge**: 0

Element x y z (Å)
C1 0.01640 0.08727 -0.74280
C2 -0.24729 1.47767 -0.19517
N1 0.23230 0.08691 -2.12268
C3 1.14341 -0.77014 0.21080
C4 2.28546 -0.02558 0.53929
H1 -0.81402 -0.60578 -0.43408
H2 0.37651 -0.81322 -2.55434
H3 0.81421 0.81262 -2.51313
H4 1.33800 -1.68804 -0.34309
H5 -0.31583 1.45554 0.89232
H6 -1.19805 1.83954 -0.59148
H7 0.53144 2.19003 -0.47448
H8 3.24928 -0.20869 0.08138
H9 2.21987 0.82628 1.20471
C5 -2.50946 -0.90951 1.50562
N2 -1.77657 -1.59812 0.77492
H10 0.42152 -0.98019 1.02598
H11 -3.38848 -1.34847 2.02063
H12 -2.37868 0.17189 1.71560

Arrangement D

This record from the Open Molecules 2025 dataset describes a cluster of 2 separate species, C5H12N2 in total. The level of theory is ωB97M-V/def2-TZVPD.

Properties
**Orbital gap**: 9.51 eV
**2S+1**: 1
**HOMO energy**: -8.51 eV
**Total charge**: 0

Element x y z (Å)
C1 -2.18790 1.97699 -0.19448
C2 -1.49508 0.91499 -0.57638
C3 -1.73283 -0.45362 0.00013
N1 -1.70754 -1.45231 -1.08295
H1 -2.03150 2.95198 -0.63543
H2 -2.96927 1.88104 0.54801
H3 -0.74079 0.98418 -1.35115
H4 -0.96843 -0.65277 0.76183
H5 -2.72113 -0.49679 0.44810
H6 -2.04493 -2.34847 -0.75077
H7 -0.75039 -1.61852 -1.37833
C4 3.29800 -0.99608 0.66331
C5 2.07731 -0.50942 0.45427
N2 1.74324 0.81797 0.20688
H8 4.15016 -0.32977 0.70897
H9 3.45415 -2.05742 0.77107
H10 1.25418 -1.20977 0.36384
H11 2.48602 1.47742 0.39217
H12 0.88673 1.12037 0.65091

In terms of stability, arrangement A leads; the second structure lies 3.2 kcal/mol higher.

Arrangement A

This record from the Open Molecules 2025 dataset describes an isolated molecule of C5H12N2. The level of theory is ωB97M-V/def2-TZVPD.

Properties
**Orbital gap**: 9.57 eV
**2S+1**: 1
**HOMO energy**: -8.50 eV
**Total charge**: 0

Element x y z (Å)
C1 2.48302 -1.43450 -1.02258
N1 1.21101 -2.06228 -0.82767
C2 0.23809 -0.99136 -0.41852
C3 0.07310 -0.44637 0.78878
C4 -1.21295 0.14887 1.23792
C5 -1.48955 1.63223 0.94711
N2 -1.70414 1.86725 -0.50305
H1 3.20536 -2.13607 -1.43670
H2 2.83883 -1.08604 -0.05066
H3 2.57749 -0.59783 -1.76884
H4 0.76559 -2.40979 -1.66511
H5 -0.39272 -0.54214 -1.17062
H6 0.90889 -0.42483 1.50089
H7 -1.96879 -0.52602 0.72299
H8 -1.45249 -0.02387 2.31713
H9 -0.51054 2.14135 1.16061
H10 -2.37451 1.96859 1.50075
H11 -0.81397 2.27986 -0.78131
H12 -2.38170 2.64295 -0.53113

Arrangement B

This record from the Open Molecules 2025 dataset describes a cluster of 2 separate species, C5H12N2 in total. The level of theory is ωB97M-V/def2-TZVPD.

Properties
**Orbital gap**: 8.56 eV
**2S+1**: 1
**HOMO energy**: -7.75 eV
**Total charge**: 0

Element x y z (Å)
C1 -1.11334 -2.86619 1.47298
C2 -1.90803 -3.44889 0.34605
C3 -1.10220 -2.25292 0.08319
C4 0.80535 2.80859 -1.72012
C5 1.71351 2.64592 0.56536
N1 1.03922 0.73727 -0.66518
N2 1.15845 1.92367 -0.54228
H1 -1.88074 -2.35080 2.14575
H2 -0.20697 -3.25760 1.97807
H3 -1.72141 -4.41103 -0.16053
H4 -2.99085 -3.31686 0.48893
H5 -0.31776 -2.33723 -0.53851
H6 0.11588 2.31262 -2.41316
H7 0.46651 3.69914 -1.36406
H8 1.77239 2.96678 -2.31218
H9 1.29191 3.64552 0.68251
H10 1.66702 1.91569 1.47216
H11 2.77882 2.92103 0.40765
H12 -1.56776 -1.33471 0.07337

In terms of stability, arrangement A leads; the second structure lies 52.9 kcal/mol higher.

Arrangement A

This record from the Open Molecules 2025 dataset describes a cluster of 2 separate species, C5H12N2 in total. The level of theory is ωB97M-V/def2-TZVPD.

Properties
**Orbital gap**: 10.47 eV
**2S+1**: 1
**HOMO energy**: -9.48 eV
**Total charge**: 0

Element x y z (Å)
H1 0.02038 3.90501 0.11644
N1 -0.23452 3.06341 -0.38879
C1 -1.48611 2.86316 -0.33959
N2 -2.08036 1.83418 -1.02137
H2 -2.18412 3.53848 0.16188
H3 -2.91056 1.44014 -0.61004
H4 -1.43764 1.16827 -1.42463
C2 2.37030 -3.06381 0.82073
C3 1.78936 -2.08115 0.15433
C4 0.30242 -1.97814 -0.03215
C5 -0.28472 -0.72683 0.61427
H5 3.44087 -3.10146 0.97705
H6 1.78142 -3.86853 1.24273
H7 2.35413 -1.30110 -0.34754
H8 0.08086 -1.97720 -1.10409
H9 -0.17600 -2.88074 0.35564
H10 0.31747 0.15675 0.39695
H11 -1.30663 -0.55773 0.27648
H12 -0.33692 -0.84724 1.69813

Arrangement B

This record from the Open Molecules 2025 dataset describes an isolated molecule of C5H12N2. The level of theory is ωB97M-V/def2-TZVPD.

Properties
**Orbital gap**: 9.54 eV
**2S+1**: 1
**HOMO energy**: -8.45 eV
**Total charge**: 0

Element x y z (Å)
C1 -2.44360 -0.64811 0.45895
C2 -1.59881 -0.56622 -0.58936
C3 -0.68731 0.54496 -0.80452
C4 0.81155 0.27615 0.15665
C5 1.79831 -0.45690 -0.73760
N1 0.52218 -0.46117 1.33733
N2 1.26948 1.58081 0.48496
H1 -3.11881 -1.48327 0.56221
H2 -2.77827 0.24780 0.96469
H3 -1.38866 -1.46931 -1.15416
H4 -1.07528 1.47979 -0.40060
H5 -0.40757 0.69489 -1.84448
H6 2.70160 -0.68792 -0.17242
H7 1.36133 -1.38245 -1.10443
H8 2.07226 0.17347 -1.57993
H9 -0.42380 -0.19143 1.71318
H10 0.42288 -1.45146 1.14229
H11 2.25725 1.76121 0.37913
H12 0.70526 2.03915 1.18809

Arrangement C

This record from the Open Molecules 2025 dataset describes an isolated molecule of C5H12N2. The level of theory is ωB97M-V/def2-TZVPD.

Properties
**Orbital gap**: 9.84 eV
**2S+1**: 1
**HOMO energy**: -8.88 eV
**Total charge**: 0

Element x y z (Å)
H1 1.31528 -1.70084 -1.41368
N1 1.47933 -1.79459 -0.41338
C1 1.20919 -0.73888 0.25923
C2 1.28611 -0.83579 1.75713
C3 0.42210 0.36251 -0.34807
C4 0.28416 1.64435 0.44928
N2 -0.99170 -0.51965 -0.70968
C5 -2.06046 0.01764 -1.51949
H2 1.69432 -1.80269 2.02977
H3 1.91615 -0.04029 2.15840
H4 0.30119 -0.74741 2.21382
H5 0.76285 0.56090 -1.36770
H6 -0.07885 1.45441 1.45556
H7 1.25271 2.14155 0.53162
H8 -0.39976 2.32887 -0.05165
H9 -1.35076 -0.76030 0.20818
H10 -2.45953 0.97178 -1.15372
H11 -2.88635 -0.69651 -1.55119
H12 -1.69598 0.15495 -2.53443

In terms of stability, arrangement A leads; the second structure lies 10.6 kcal/mol higher.